1.
{"formula": "C18H17ClIN2NaO3Sb", "method": "ωB97M-V/def2-TZVPD", "homo_lumo_gap_ev": 6.72, "fmax_ha_per_bohr": 0.0129, "charge": -1, "relative_energy_kcal_mol": 0.0, "lumo_energy_ev": 2.28, "e_homo_ha": -0.163, "total_energy_ev": -59645.9326, "symbols": ["Na", "Cl", "C", "C", "C", "I", "C", "O", "C", "N", "C", "C", "C", "C", "H", "H", "H", "H", "O", "C", "O", "C", "C", "C", "C", "C", "N", "H", "H", "H", "H", "C", "Sb", "C", "C", "H", "H", "H", "H", "H", "H", "H", "H", "H"], "xyz": [[0.0376, 0.6015, -0.1246], [-2.1757, -0.5038, 6.7972], [-1.3732, -0.0238, 5.3126], [-0.2232, 0.6998, 5.3661], [0.4592, 1.1093, 4.2063], [2.1877, 2.2176, 4.4235], [0.0044, 0.8064, 2.9125], [0.5556, 1.1368, 1.8355], [-1.2533, 0.0119, 2.8855], [-1.7140, -0.3146, 1.6413], [-2.8241, -0.9975, 1.5435], [-3.5748, -1.4276, 2.6553], [-3.1216, -1.1281, 3.9052], [-1.9277, -0.3882, 4.0548], [0.1820, 0.9711, 6.3330], [-3.1640, -1.2485, 0.5428], [-4.4885, -1.9869, 2.5016], [-3.6674, -1.4523, 4.7813], [1.9706, 1.9243, -3.1797], [1.4082, 1.0457, -2.5235], [0.1927, 0.9572, -2.1973], [2.3277, -0.1104, -2.0397], [3.6198, -0.1644, -2.5548], [4.4454, -1.1958, -2.1492], [3.9639, -2.1176, -1.2265], [2.6720, -1.9636, -0.7533], [1.8547, -0.9900, -1.1566], [3.9228, 0.6091, -3.2442], [5.4548, -1.2811, -2.5345], [4.5732, -2.9360, -0.8663], [2.2714, -2.6545, -0.0187], [-0.4655, -1.9063, -3.8225], [-1.6681, -1.4520, -2.1060], [-2.8886, 0.0101, -3.0990], [-3.0216, -3.0947, -2.4862], [-1.1414, -2.1463, -4.6455], [0.1774, -2.7627, -3.6186], [0.1503, -1.0493, -4.0866], [-3.2602, -0.3996, -4.0398], [-2.2755, 0.8905, -3.2859], [-3.7339, 0.2903, -2.4693], [-3.2892, -3.1070, -3.5446], [-3.9316, -2.9851, -1.8933], [-2.5552, -4.0440, -2.2207]]}

2.
{"formula": "C18H17IKN4S", "method": "ωB97M-V/def2-TZVPD", "homo_lumo_gap_ev": [3.66, 5.07], "fmax_ha_per_bohr": 0.0803, "charge": -1, "lumo_energy_ev": [2.18, 2.17], "e_homo_ha": [-0.054, -0.106], "total_energy_ev": -60157.8243, "symbols": ["K", "C", "C", "N", "N", "C", "N", "S", "C", "C", "C", "C", "C", "N", "H", "H", "H", "H", "H", "H", "H", "H", "H", "H", "I", "C", "C", "C", "C", "C", "C", "C", "C", "C", "C", "H", "H", "H", "H", "H", "H", "H"], "xyz": [[0.0000, 0.0000, 0.0000], [-3.4355, 1.0284, 2.8406], [-2.1950, 0.5585, 2.1056], [-1.9378, 0.8321, 0.8593], [-2.7482, 1.5706, 0.0674], [-2.4050, 1.8174, -1.2465], [-3.3249, 2.5761, -1.9111], [-1.0422, 1.3048, -2.0648], [-1.2010, -0.2876, 2.9010], [-1.4274, -0.6099, 4.2377], [-0.4850, -1.3857, 4.9140], [0.6534, -1.8193, 4.2464], [0.8080, -1.4593, 2.9207], [-0.0849, -0.7113, 2.2419], [-4.1080, 1.6264, 2.2278], [-3.1410, 1.6452, 3.6953], [-4.0019, 0.1605, 3.1916], [-3.6093, 1.9480, 0.4268], [-4.1720, 2.9254, -1.4925], [-3.1403, 2.7984, -2.8818], [-2.3090, -0.2803, 4.7730], [-0.6397, -1.6499, 5.9569], [1.4027, -2.4233, 4.7459], [1.6781, -1.7699, 2.3491], [0.4607, -2.6381, -1.3000], [2.4991, -2.8504, -0.6949], [3.1931, -3.9983, -1.0854], [4.5295, -4.1803, -0.7125], [5.1767, -3.2105, 0.0550], [4.4973, -2.0611, 0.4517], [5.1816, -1.0316, 1.2654], [4.5297, 0.0733, 1.6471], [3.1125, 0.2860, 1.2625], [2.4595, -0.6002, 0.5394], [3.1438, -1.8647, 0.0806], [2.7008, -4.7566, -1.6807], [5.0623, -5.0691, -1.0166], [6.2128, -3.3606, 0.3392], [6.2201, -1.1747, 1.5543], [5.0398, 0.8225, 2.2435], [2.6023, 1.1867, 1.5812], [0.8099, 2.0962, -0.3292]]}

3.
{"formula": "C18H17N3O4S", "method": "ωB97M-V/def2-TZVPD", "homo_lumo_gap_ev": 8.61, "fmax_ha_per_bohr": 0.0952, "charge": 0, "relative_energy_kcal_mol": 143.7, "lumo_energy_ev": -0.39, "e_homo_ha": -0.331, "smiles": "CCOC(=O)c1cc(-c2cccc(C)c2)n(S(=O)(=O)c2cccnn2)c1", "total_energy_ev": -42432.6034, "symbols": ["C", "C", "O", "C", "O", "C", "C", "C", "C", "C", "C", "C", "C", "C", "C", "N", "S", "O", "O", "C", "C", "C", "C", "N", "N", "C", "H", "H", "H", "H", "H", "H", "H", "H", "H", "H", "H", "H", "H", "H", "H", "H", "H"], "xyz": [[-6.4482, -1.5577, -2.3470], [-5.8524, -1.8681, -0.9632], [-4.6776, -1.1263, -0.7143], [-3.4549, -1.7637, -1.0053], [-3.3112, -2.8303, -1.6405], [-2.1990, -1.1877, -0.5567], [-0.7768, -1.6631, -0.6487], [0.0028, -0.8923, 0.1759], [1.4851, -1.0051, 0.4564], [1.9102, -1.5788, 1.6385], [3.2435, -1.5977, 1.9953], [4.1547, -0.9097, 1.1360], [3.7888, -0.4423, -0.1906], [4.8165, 0.0066, -1.1776], [2.4782, -0.5102, -0.4854], [-0.8215, 0.0324, 0.7095], [-0.3157, 1.1823, 1.8692], [0.3003, 0.6130, 3.0954], [-1.5355, 1.8848, 2.3446], [0.8211, 2.2694, 0.8618], [1.6900, 3.1089, 1.5880], [2.5139, 4.0157, 0.8990], [2.3955, 4.0635, -0.5143], [1.6175, 3.1791, -1.1440], [0.9128, 2.3115, -0.4026], [-2.1570, -0.1734, 0.3712], [-6.4729, -0.4987, -2.4509], [-7.4647, -1.9689, -2.4081], [-5.7653, -1.8660, -3.1484], [-6.6873, -1.5862, -0.3464], [-5.7775, -2.9474, -0.6379], [-0.5433, -2.5102, -1.2441], [1.1973, -1.9475, 2.4634], [3.6339, -1.9613, 2.9798], [5.1540, -1.0333, 1.4849], [5.8074, -0.2910, -0.9615], [4.5618, -0.4054, -2.1533], [4.7097, 1.0242, -1.3651], [2.1640, -0.1496, -1.5122], [1.7842, 2.9281, 2.6592], [3.2432, 4.5877, 1.4384], [2.9779, 4.8634, -0.9653], [-3.1036, 0.2013, 0.8167]]}

4.
{"formula": "C18H17N3PbSe2Te2", "method": "ωB97M-V/def2-TZVPD", "homo_lumo_gap_ev": 4.55, "fmax_ha_per_bohr": 0.0204, "charge": 2, "lumo_energy_ev": -9.59, "e_homo_ha": -0.519, "total_energy_ev": -173924.2026, "symbols": ["Pb", "C", "C", "C", "C", "C", "C", "C", "H", "H", "H", "H", "H", "H", "H", "H", "Se", "Te", "Te", "Se", "C", "C", "N", "C", "C", "C", "C", "C", "C", "C", "C", "N", "C", "N", "H", "H", "H", "H", "H", "H", "H", "H", "H"], "xyz": [[-1.6692, 0.1086, 0.1508], [3.1621, -1.8896, -0.4058], [1.9645, -1.2887, -1.0852], [2.0077, 0.0158, -1.5838], [0.9320, 0.5602, -2.2755], [-0.2180, -0.1969, -2.4813], [-0.2720, -1.5042, -1.9882], [0.8027, -2.0355, -1.2842], [3.6787, -1.1583, 0.2173], [3.8794, -2.2363, -1.1521], [2.8859, -2.7472, 0.2066], [2.9125, 0.6001, -1.4602], [1.0053, 1.5574, -2.6912], [-1.0383, 0.1977, -3.0703], [-1.1388, -2.1192, -2.2024], [0.7550, -3.0564, -0.9220], [-3.2545, 1.3449, 2.4723], [-2.4354, 3.3618, 3.4057], [-0.0487, 3.8306, 2.2256], [0.3160, 2.1623, 0.5292], [1.1788, -2.0407, 3.1059], [0.6509, -1.1387, 2.2114], [-0.6244, -1.2267, 1.8024], [-1.3930, -2.2214, 2.2520], [-0.9376, -3.1888, 3.1356], [0.3741, -3.0707, 3.5804], [-1.8283, -4.2538, 3.6347], [-2.5457, -5.1259, 2.9247], [-2.5866, -5.3581, 1.4702], [-3.2618, -6.4744, 0.9919], [-3.2452, -6.6969, -0.3771], [-2.6060, -5.8867, -1.2115], [-1.9924, -4.8508, -0.6614], [-1.9560, -4.5300, 0.6250], [2.2026, -1.9359, 3.4367], [1.2347, -0.3161, 1.8183], [-2.4228, -2.2476, 1.9132], [0.7675, -3.7830, 4.2949], [-1.8757, -4.3408, 4.7153], [-3.1387, -5.8334, 3.4928], [-3.7783, -7.1488, 1.6605], [-3.7552, -7.5466, -0.8150], [-1.4660, -4.1911, -1.3429]]}

5.
{"formula": "C18H17NO", "method": "ωB97M-V/def2-TZVPD", "homo_lumo_gap_ev": 9.03, "fmax_ha_per_bohr": 0.0757, "charge": 0, "relative_energy_kcal_mol": 62.5, "lumo_energy_ev": 0.81, "e_homo_ha": -0.302, "smiles": "NC[C@H]1C[C@@H]1c1ccccc1-c1cc2ccccc2o1", "total_energy_ev": -22476.2134, "symbols": ["N", "C", "C", "C", "C", "C", "C", "C", "C", "C", "C", "C", "C", "C", "C", "C", "C", "C", "C", "O", "H", "H", "H", "H", "H", "H", "H", "H", "H", "H", "H", "H", "H", "H", "H", "H", "H"], "xyz": [[1.6851, -2.5889, 2.2322], [1.6688, -3.3250, 0.9574], [0.4172, -3.0366, 0.1904], [-0.7747, -3.0367, 0.9811], [-0.3426, -1.7476, 0.3394], [-1.1173, -1.1831, -0.8794], [-1.9541, -2.1340, -1.6240], [-2.8872, -1.6138, -2.5041], [-2.9445, -0.2586, -2.8277], [-2.0383, 0.6662, -2.3299], [-1.1201, 0.1697, -1.3356], [-0.2395, 1.1203, -0.6660], [-0.8140, 2.0848, 0.0976], [0.3469, 2.8701, 0.6090], [0.3570, 4.0590, 1.3949], [1.5194, 4.7797, 1.5278], [2.6971, 4.3046, 0.8860], [2.5655, 3.1287, 0.1635], [1.4423, 2.3766, -0.0018], [1.1471, 1.1755, -0.7237], [1.4785, -3.3066, 2.9382], [0.9932, -1.8379, 2.1744], [1.6740, -4.4614, 1.0246], [2.4552, -3.0082, 0.3742], [0.4293, -3.5072, -0.7988], [-1.5991, -3.5700, 0.5940], [-0.6975, -3.1303, 2.0849], [0.2586, -1.0341, 0.9762], [-1.9523, -3.1708, -1.3695], [-3.5438, -2.3801, -3.0276], [-3.6501, 0.1842, -3.6344], [-1.9661, 1.6940, -2.7622], [-1.8182, 2.1411, 0.3683], [-0.6459, 4.3814, 1.7373], [1.7780, 5.6415, 2.1262], [3.7057, 4.7413, 1.0189], [3.4862, 2.8125, -0.3115]]}

Copy entry 2 word for word.
{"formula": "C18H17IKN4S", "method": "ωB97M-V/def2-TZVPD", "homo_lumo_gap_ev": [3.66, 5.07], "fmax_ha_per_bohr": 0.0803, "charge": -1, "lumo_energy_ev": [2.18, 2.17], "e_homo_ha": [-0.054, -0.106], "total_energy_ev": -60157.8243, "symbols": ["K", "C", "C", "N", "N", "C", "N", "S", "C", "C", "C", "C", "C", "N", "H", "H", "H", "H", "H", "H", "H", "H", "H", "H", "I", "C", "C", "C", "C", "C", "C", "C", "C", "C", "C", "H", "H", "H", "H", "H", "H", "H"], "xyz": [[0.0000, 0.0000, 0.0000], [-3.4355, 1.0284, 2.8406], [-2.1950, 0.5585, 2.1056], [-1.9378, 0.8321, 0.8593], [-2.7482, 1.5706, 0.0674], [-2.4050, 1.8174, -1.2465], [-3.3249, 2.5761, -1.9111], [-1.0422, 1.3048, -2.0648], [-1.2010, -0.2876, 2.9010], [-1.4274, -0.6099, 4.2377], [-0.4850, -1.3857, 4.9140], [0.6534, -1.8193, 4.2464], [0.8080, -1.4593, 2.9207], [-0.0849, -0.7113, 2.2419], [-4.1080, 1.6264, 2.2278], [-3.1410, 1.6452, 3.6953], [-4.0019, 0.1605, 3.1916], [-3.6093, 1.9480, 0.4268], [-4.1720, 2.9254, -1.4925], [-3.1403, 2.7984, -2.8818], [-2.3090, -0.2803, 4.7730], [-0.6397, -1.6499, 5.9569], [1.4027, -2.4233, 4.7459], [1.6781, -1.7699, 2.3491], [0.4607, -2.6381, -1.3000], [2.4991, -2.8504, -0.6949], [3.1931, -3.9983, -1.0854], [4.5295, -4.1803, -0.7125], [5.1767, -3.2105, 0.0550], [4.4973, -2.0611, 0.4517], [5.1816, -1.0316, 1.2654], [4.5297, 0.0733, 1.6471], [3.1125, 0.2860, 1.2625], [2.4595, -0.6002, 0.5394], [3.1438, -1.8647, 0.0806], [2.7008, -4.7566, -1.6807], [5.0623, -5.0691, -1.0166], [6.2128, -3.3606, 0.3392], [6.2201, -1.1747, 1.5543], [5.0398, 0.8225, 2.2435], [2.6023, 1.1867, 1.5812], [0.8099, 2.0962, -0.3292]]}